The following is a quantum chemistry calculation of one molecule with the formula C4H5NO2, from the OMol25 dataset.

Geometry as ORCA input:
```
! wB97M-V def2-TZVPD RIJCOSX def2/J DEFGRID3
* xyz 0 1
O 1.769 1.396 -0.225
C 1.950 0.234 0.037
C 0.863 -0.794 0.374
O 1.227 -1.948 0.392
N -0.459 -0.433 0.589
C -1.416 -0.388 -0.505
C -1.133 0.820 0.316
H 2.939 -0.258 -0.033
H -2.319 -0.980 -0.390
H -0.997 -0.384 -1.512
H -0.594 1.640 -0.147
H -1.830 1.096 1.106
*
```

Properties
**Calculated total energy**: -360.5868 Ha
**SMILES string**: O=CC(=O)N1CC1
**HOMO energy**: -9.85 eV

Results of the natural (NBO) charge analysis, in e, for atoms 1 through 8: number 1, O, carries -0.48; number 2, C, carries 0.35; number 3, C, carries 0.57; number 4, O, carries -0.51; number 5, N, carries -0.45; number 6, C, carries -0.22; number 7, C, carries -0.24; number 8, H, carries 0.14

The following is a quantum chemistry calculation of a 2-piece molecular cluster, C4H13N2OS overall, from the OMol25 dataset.

Geometry as ORCA input:
```
! wB97M-V def2-TZVPD RIJCOSX def2/J DEFGRID3
* xyz 1 1
O -2.547 1.085 0.389
C -2.162 0.249 1.162
C -1.750 -1.125 0.660
N -1.740 -1.066 -0.822
H -2.120 0.445 2.241
H -0.724 -1.288 0.991
H -2.418 -1.880 1.066
H -2.377 -1.739 -1.249
H -2.066 -0.129 -1.113
H -0.775 -1.230 -1.180
C 1.708 0.949 0.645
C 1.401 0.470 -0.776
S 1.575 -1.371 -0.789
N 1.592 2.396 0.715
H 1.073 0.434 1.382
H 2.738 0.674 0.870
H 0.415 0.815 -1.090
H 2.159 0.821 -1.467
H 1.743 -1.466 -2.109
H 0.631 2.697 0.643
H 1.950 2.756 1.586
*
```

Properties
**Calculated total energy**: -742.8769 Ha
**HOMO energy**: -12.72 eV

Results of the natural (NBO) charge analysis, in e, for atoms 1 through 8: number 1, O, carries -0.50; number 2, C, carries 0.42; number 3, C, carries -0.35; number 4, N, carries -0.71; number 5, H, carries 0.17; number 6, H, carries 0.26; number 7, H, carries 0.27; number 8, H, carries 0.45

The following is a quantum chemistry calculation of C4H6Br2O as an isolated structure, from the OMol25 dataset.

Geometry as ORCA input:
```
! wB97M-V def2-TZVPD RIJCOSX def2/J DEFGRID3
* xyz 0 1
C 1.300 0.091 1.470
C -0.037 -0.046 0.955
C -0.713 -0.535 -0.402
C -0.236 0.304 -1.671
O 0.491 1.178 1.026
Br -0.584 -2.439 -0.475
Br -2.644 -0.189 -0.231
H 1.667 0.028 2.522
H 2.165 -0.002 0.983
H -0.813 -0.257 1.812
H 0.806 0.572 -1.991
H -0.635 1.317 -1.418
H -0.768 -0.023 -2.579
*
```

Properties
**Calculated total energy**: -5379.1878 Ha
**HOMO energy**: -9.99 eV

Results of the natural (NBO) charge analysis, in e, for atoms 1 through 8: number 1, C, carries -0.11; number 2, C, carries 0.03; number 3, C, carries -0.16; number 4, C, carries -0.67; number 5, O, carries -0.48; number 6, Br, carries 0.08; number 7, Br, carries 0.04; number 8, H, carries 0.19

Ordered energy above the lowest of the compared OMol25 structures with the same formula, charge and spin results: 217.0, 130.5, 232.0; unit kJ/mol.